{
  "formula": "C36H38N2O5",
  "method": "ωB97M-V/def2-TZVPD",
  "species": ["C", "N", "C", "O", "C", "C", "C", "C", "C", "C", "C", "C", "N", "C", "C", "C", "C", "C", "C", "C", "C", "C", "C", "C", "C", "C", "C", "H", "H", "H", "H", "H", "H", "H", "H", "H", "H", "H", "H", "H", "H", "H", "H", "H", "H", "H", "H", "H", "H", "H", "H", "H", "H", "H", "C", "C", "C", "O", "C", "O", "C", "C", "C", "C", "C", "C", "C", "C", "O", "O", "H", "H", "H", "H", "H", "H", "H", "H", "H", "H", "H"],
  "coordinates": [[3.93579, 2.98688, 2.39232], [3.27063, 2.06117, 1.51376], [3.94818, 1.40317, 0.52346], [5.13872, 1.53950, 0.24569], [2.97109, 0.45103, -0.14396], [3.41583, -1.00128, 0.02389], [3.54037, -1.37229, 1.48273], [4.74319, -1.12911, 2.15499], [4.87521, -1.43747, 3.50743], [3.79436, -1.99377, 4.19942], [2.59802, -2.27024, 3.52861], [2.48168, -1.98328, 2.16535], [1.72363, 0.74209, 0.55185], [0.56635, 0.14671, 0.22170], [-0.62554, 0.40059, 0.88782], [-1.83313, -0.16322, 0.49143], [-3.09551, 0.05207, 1.14511], [-4.30074, -0.46604, 0.59389], [-5.52164, -0.27027, 1.22840], [-5.59253, 0.47212, 2.41680], [-4.42316, 1.00006, 2.97778], [-3.19022, 0.78023, 2.36767], [1.86412, 1.73861, 1.63897], [1.56360, 1.20672, 3.07163], [1.10804, 2.42837, 3.87036], [0.78847, 3.56688, 2.87138], [1.00904, 3.03038, 1.45963], [4.98581, 3.05866, 2.09150], [3.46011, 3.97304, 2.32300], [3.88303, 2.64340, 3.43495], [2.87159, 0.73446, -1.20994], [2.69468, -1.64899, -0.48782], [4.39894, -1.07321, -0.46139], [5.58419, -0.70555, 1.59942], [5.82292, -1.24091, 4.01441], [3.89351, -2.23123, 5.25928], [1.75179, -2.71156, 4.06206], [1.56857, -2.24210, 1.62153], [0.58497, -0.55379, -0.61821], [-0.58658, 1.06972, 1.74677], [-1.79321, -0.82632, -0.37957], [-4.24578, -1.01997, -0.34561], [-6.43003, -0.69393, 0.79992], [-6.55267, 0.63750, 2.90420], [-4.46969, 1.57961, 3.90119], [-2.27972, 1.15734, 2.83787], [0.78883, 0.43369, 3.02724], [2.46388, 0.72721, 3.48034], [0.22121, 2.18977, 4.47178], [1.88835, 2.73893, 4.57815], [-0.24626, 3.90662, 3.00392], [1.42974, 4.43728, 3.06226], [1.54033, 3.72934, 0.80041], [0.05978, 2.77704, 0.98026], [-3.55793, -3.18204, -4.80756], [-3.73805, -2.85282, -3.34202], [-4.86849, -3.66250, -2.69450], [-2.52724, -3.13410, -2.61148], [-1.47885, -2.24665, -2.73947], [-0.47140, -2.49969, -2.09093], [-1.71163, -1.05108, -3.52779], [-0.63002, -0.20267, -3.94821], [-0.86509, 1.05155, -4.59383], [0.18588, 1.86836, -5.00312], [1.51414, 1.48709, -4.78596], [1.77935, 0.26894, -4.15009], [0.73855, -0.57549, -3.76914], [-3.07369, -0.54807, -3.45430], [-3.42217, 0.61660, -3.54237], [-4.06775, -1.46680, -3.15239], [-2.74547, -2.59191, -5.23952], [-3.32769, -4.24654, -4.91261], [-4.48476, -2.97591, -5.35167], [-4.97608, -3.39204, -1.63995], [-5.82083, -3.46306, -3.19504], [-4.66893, -4.73559, -2.76003], [-1.89314, 1.38218, -4.72746], [-0.03771, 2.81670, -5.49317], [2.33410, 2.12923, -5.11127], [2.80923, -0.03293, -3.95175], [0.96350, -1.52639, -3.29036]],
  "forces_ev_per_angstrom": [[-0.005, 0.288, 0.295], [0.811, -0.460, -0.748], [0.923, 0.495, 0.182], [-1.564, -0.275, 0.306], [0.254, 0.410, -0.583], [0.140, -0.043, 0.006], [0.072, -0.443, 0.068], [-0.006, 0.027, 0.070], [-0.202, 0.013, -0.023], [-0.065, 0.017, -0.084], [0.130, 0.050, -0.092], [0.160, 0.155, 0.153], [-2.144, -0.790, -0.310], [1.949, 0.684, -0.047], [-1.847, -0.139, 0.500], [1.531, 0.181, -0.058], [-1.187, 0.290, 0.794], [0.728, 0.073, 0.039], [-0.014, 0.202, 0.297], [0.358, -0.161, -0.376], [0.248, -0.099, -0.129], [-0.154, -0.247, -0.450], [0.221, 0.259, 0.239], [0.101, -0.259, -0.408], [-0.131, 0.091, 0.486], [-0.196, 0.437, 0.308], [0.117, -0.463, -0.322], [-0.300, -0.049, -0.004], [0.251, -0.116, 0.044], [0.069, 0.068, -0.234], [0.045, -0.263, 0.388], [0.226, 0.020, -0.005], [-0.328, -0.112, -0.027], [-0.267, -0.079, 0.218], [-0.335, -0.106, -0.121], [-0.050, 0.062, -0.280], [0.342, 0.085, -0.165], [0.224, 0.091, 0.195], [0.039, 0.091, 0.009], [-0.268, -0.322, -0.407], [-0.159, 0.148, 0.102], [-0.056, 0.141, 0.181], [0.272, 0.148, 0.066], [0.233, -0.054, -0.131], [-0.002, -0.206, -0.261], [-0.358, -0.041, -0.094], [0.232, 0.142, 0.064], [-0.260, 0.086, -0.138], [0.245, 0.032, -0.083], [-0.249, -0.057, -0.177], [0.254, 0.005, -0.079], [-0.210, -0.221, -0.030], [-0.180, -0.196, 0.144], [0.211, 0.171, -0.006], [-0.044, -0.145, -0.343], [0.178, 0.460, 0.485], [0.225, 0.165, -0.013], [-0.441, 0.014, 0.049], [-0.336, 0.940, -0.358], [0.050, -0.423, 0.206], [-1.252, -0.858, 0.888], [1.206, 1.002, -0.331], [0.178, -0.296, 0.265], [0.145, -0.401, 0.133], [0.066, 0.016, 0.097], [-0.325, 0.229, -0.213], [-0.372, 0.262, 0.146], [0.732, 0.207, -0.127], [-0.352, -0.378, 0.031], [0.035, -0.675, -0.010], [-0.170, -0.142, 0.054], [0.011, 0.138, 0.026], [0.118, 0.021, 0.097], [0.118, 0.002, -0.140], [0.224, 0.084, -0.027], [0.116, 0.173, -0.024], [0.409, -0.117, -0.032], [0.063, -0.226, 0.101], [-0.206, -0.141, 0.121], [-0.189, 0.026, -0.160], [-0.039, 0.298, -0.202]],
  "mulliken_charge": [-0.984, 0.338, -0.061, -0.703, 0.500, -1.501, 0.330, -0.261, -0.752, -0.425, -0.815, 0.068, 0.613, 0.323, 0.001, -0.467, 0.385, -0.065, -0.751, -0.356, -0.767, -0.372, 0.415, -1.051, -0.938, -0.688, -1.236, 0.435, 0.247, 0.265, 0.218, 0.591, 0.660, 0.431, 0.395, 0.382, 0.398, 0.558, 0.622, -0.592, 0.182, 0.362, 0.411, 0.374, 0.386, 0.554, 0.385, 0.365, 0.374, 0.428, 0.438, 0.402, 0.451, 0.378, -1.480, 1.736, -1.750, -0.383, 0.118, -0.704, 0.391, 0.512, -0.804, -0.567, -0.590, -0.492, -0.474, 0.609, -0.764, -0.385, 0.284, 0.384, 0.361, 0.331, 0.381, 0.386, 0.407, 0.374, 0.380, 0.427, 0.432],
  "orbital_gap_ev": 4.0,
  "total_energy_ha": -1880.3334,
  "molar_mass_g_mol": 578.7
}